Here is a 2-piece molecular cluster, CH2N2O4 overall at a distorted geometry from the OMol25 dataset. Energies are from wB97M-V/def2-TZVPD.

Atoms and positions in Å:
C 1.098 -0.246 -0.037
N -0.597 0.061 -1.314
N 0.458 -0.495 1.198
O 2.254 -0.286 -0.389
O 0.437 -1.669 1.453
O -0.107 0.434 1.782
O -1.399 0.965 -0.601
H -0.199 0.755 -2.097
H -1.945 0.480 0.004

Summary:
Charge: 0
E_LUMO (alpha / beta) (eV): -1.42 / -1.43
HOMO-LUMO gap (alpha / beta) (eV): 8.13 / 8.15